1.
Computed, not measured: one molecule with the formula C5H11NS, with the ωB97M-V functional and the def2-TZVPD basis.

Last columns: bonded neighbours and bond lengths (Å).
Geometry (Å):
1 C -0.693 -1.253 0.943  C2 1.551, H8 1.126, H9 1.176, N17 1.541
2 C 0.715 -0.747 0.537  C1 1.551, C3 1.539, H10 1.147, H11 1.024
3 C 0.846 0.306 -0.577  C2 1.539, C4 1.323, C5 1.476
4 C 1.448 -0.079 -1.691  C3 1.323, H12 1.169, H13 1.134
5 C 0.281 1.652 -0.363  C3 1.476, H14 1.101, H15 1.149, S18 1.731
6 H -1.704 0.321 1.425  N17 1.020
7 H -1.961 -0.714 2.349  N17 0.990
8 H -1.449 -1.591 0.180  C1 1.126
9 H -0.566 -2.293 1.477  C1 1.176
10 H 1.472 -1.437 0.021  C2 1.147
11 H 1.140 -0.427 1.411  C2 1.024
12 H 1.951 -1.135 -1.664  C4 1.169
13 H 1.817 0.548 -2.560  C4 1.134
14 H -0.107 2.017 0.602  C5 1.101
15 H 0.920 2.288 -1.075  C5 1.149
16 H -1.576 1.232 -2.273  S18 1.543
17 N -1.136 -0.264 2.038  C1 1.541, H6 1.020, H7 0.990
18 S -1.398 1.577 -0.780  C5 1.731, H16 1.543

Output
Largest force on an atom, eV Å⁻¹: 5.541
LUMO level, Ha: 0.02325
Kohn-Sham gap, eV: 9.55
Highest occupied orbital energy, eV: -8.91
Net charge: 0
Calculated total energy, eV: -17685.285
Relative energy (zero: lowest compared OMol25 entry of this formula, charge and spin), kcal per mole: 73.3


2.
Computed, not measured: a 8-piece molecular cluster, C32H66N8O10 overall, with the ωB97M-V functional and the def2-TZVPD basis.

Last columns: bonded neighbours and bond lengths (Å).
Geometry (Å):
1 C 4.753 -6.938 -0.580  N2 1.467, H16 1.097, H17 1.093, H18 1.090
2 N 5.020 -5.955 -1.636  C1 1.467, C3 1.480, H19 1.011
3 C 5.185 -4.578 -1.121  N2 1.480, C4 1.497, H20 1.092, H21 1.092
4 C 4.189 -3.643 -1.732  C3 1.497, C5 1.343, C14 1.486
5 C 2.923 -3.392 -1.363  C4 1.343, C6 1.497, C11 1.490
6 C 2.181 -3.974 -0.201  C5 1.497, C7 1.542, H22 1.097, H23 1.091
7 C 0.692 -4.319 -0.406  C6 1.542, C8 1.528, H24 1.094, H25 1.089
8 C 0.410 -5.653 -1.095  C7 1.528, C9 1.538, C10 1.539, H26 1.095
9 C -1.055 -5.652 -1.559  C8 1.538, H27 1.091, H28 1.096, H29 1.093
10 C 1.285 -5.903 -2.337  C8 1.539, H30 1.091, H31 1.091, H32 1.095
11 C 2.352 -2.435 -2.352  C5 1.490, O12 1.192, O13 1.390
12 O 1.267 -1.946 -2.418  C11 1.192
13 O 3.321 -2.176 -3.313  C11 1.390, C14 1.370
14 C 4.483 -2.775 -2.902  C4 1.486, O13 1.370, O15 1.198
15 O 5.549 -2.589 -3.416  C14 1.198
16 H 5.276 -6.714 0.358  C1 1.097
17 H 3.683 -6.970 -0.357  C1 1.093
18 H 5.066 -7.929 -0.907  C1 1.090
19 H 5.913 -6.210 -2.036  N2 1.011
20 H 5.058 -4.553 -0.036  C3 1.092
21 H 6.184 -4.221 -1.378  C3 1.092
22 H 2.240 -3.242 0.614  C6 1.097
23 H 2.701 -4.868 0.151  C6 1.091
24 H 0.262 -4.381 0.597  C7 1.094
25 H 0.181 -3.497 -0.907  C7 1.089
26 H 0.560 -6.482 -0.396  C8 1.095
27 H -1.319 -6.600 -2.033  C9 1.091
28 H -1.156 -4.847 -2.295  C9 1.096
29 H -1.722 -5.419 -0.725  C9 1.093
30 H 0.780 -6.598 -3.009  C10 1.091
31 H 2.278 -6.294 -2.111  C10 1.091
32 H 1.402 -4.972 -2.903  C10 1.095
33 C 10.698 -2.628 -3.229  C34 1.510, H38 1.085, H39 1.091, H40 1.090
34 C 9.867 -3.838 -2.872  C33 1.510, O35 1.221, N36 1.357
35 O 9.945 -4.379 -1.780  C34 1.221
36 N 9.017 -4.311 -3.818  C34 1.357, C37 1.452, H41 1.007
37 C 8.777 -3.809 -5.160  N36 1.452, H42 1.091, H43 1.092, H44 1.084
38 H 11.319 -2.377 -2.374  C33 1.085
39 H 11.342 -2.838 -4.083  C33 1.091
40 H 10.059 -1.777 -3.464  C33 1.090
41 H 8.493 -5.115 -3.515  N36 1.007
42 H 7.725 -3.535 -5.259  C37 1.091
43 H 9.002 -4.596 -5.883  C37 1.092
44 H 9.392 -2.943 -5.376  C37 1.084
45 C -3.136 -9.829 -3.248  C46 1.511, H50 1.085, H51 1.090, H52 1.091
46 C -1.642 -9.619 -3.168  C45 1.511, O47 1.220, N48 1.358
47 O -1.158 -8.532 -2.896  C46 1.220
48 N -0.844 -10.691 -3.411  C46 1.358, C49 1.450, H53 1.008
49 C -1.235 -12.046 -3.746  N48 1.450, H54 1.091, H55 1.091, H56 1.084
50 H -3.625 -8.885 -3.030  C45 1.085
51 H -3.428 -10.155 -4.247  C45 1.090
52 H -3.463 -10.572 -2.520  C45 1.091
53 H 0.140 -10.482 -3.342  N48 1.008
54 H -0.856 -12.744 -2.997  C49 1.091
55 H -0.823 -12.328 -4.717  C49 1.091
56 H -2.315 -12.134 -3.789  C49 1.084
57 C -0.560 3.084 -0.357  C58 1.511, H62 1.084, H63 1.090, H64 1.091
58 C -1.205 1.854 -0.950  C57 1.511, O59 1.222, N60 1.358
59 O -2.401 1.633 -0.833  C58 1.222
60 N -0.402 0.992 -1.626  C58 1.358, C61 1.450, H65 1.008
61 C 1.025 1.089 -1.863  N60 1.450, H66 1.091, H67 1.087, H68 1.085
62 H -1.319 3.669 0.150  C57 1.084
63 H 0.207 2.811 0.369  C57 1.090
64 H -0.108 3.699 -1.137  C57 1.091
65 H -0.886 0.190 -1.999  N60 1.008
66 H 1.225 1.105 -2.935  C61 1.091
67 H 1.522 0.224 -1.433  C61 1.087
68 H 1.433 1.989 -1.415  C61 1.085
69 C -2.812 6.448 -0.372  C70 1.511, H74 1.085, H75 1.090, H76 1.091
70 C -1.633 7.001 0.393  C69 1.511, O71 1.221, N72 1.359
71 O -0.946 6.304 1.124  C70 1.221
72 N -1.356 8.323 0.243  C70 1.359, C73 1.453, H77 1.007
73 C -2.052 9.312 -0.563  N72 1.453, H78 1.091, H79 1.092, H80 1.084
74 H -2.906 5.390 -0.150  C69 1.085
75 H -3.733 6.952 -0.077  C69 1.090
76 H -2.668 6.570 -1.447  C69 1.091
77 H -0.557 8.621 0.779  N72 1.007
78 H -1.370 9.744 -1.297  C73 1.091
79 H -2.430 10.119 0.070  C73 1.092
80 H -2.886 8.858 -1.086  C73 1.084
81 C -1.909 -7.297 2.850  C82 1.510, H86 1.086, H87 1.091, H88 1.091
82 C -1.294 -5.923 2.963  C81 1.510, O83 1.221, N84 1.357
83 O -0.401 -5.556 2.215  C82 1.221
84 N -1.771 -5.097 3.929  C82 1.357, C85 1.450, H89 1.008
85 C -2.820 -5.357 4.896  N84 1.450, H90 1.091, H91 1.091, H92 1.084
86 H -1.421 -7.822 2.034  C81 1.086
87 H -1.767 -7.863 3.771  C81 1.091
88 H -2.976 -7.227 2.634  C81 1.091
89 H -1.320 -4.196 3.947  N84 1.008
90 H -3.631 -4.637 4.774  C85 1.091
91 H -2.428 -5.266 5.910  C85 1.091
92 H -3.221 -6.357 4.767  C85 1.084
93 C -3.157 11.572 4.427  C94 1.507, H98 1.078, H99 1.089, H100 1.092
94 C -2.425 11.422 3.118  C93 1.507, O95 1.224, N96 1.361
95 O -2.701 12.094 2.133  C94 1.224
96 N -1.429 10.498 3.047  C94 1.361, C97 1.450, H101 1.006
97 C -0.953 9.598 4.080  N96 1.450, H102 1.092, H103 1.092, H104 1.084
98 H -3.909 12.336 4.320  C93 1.078
99 H -3.647 10.639 4.706  C93 1.089
100 H -2.464 11.864 5.219  C93 1.092
101 H -0.990 10.461 2.142  N96 1.006
102 H 0.106 9.778 4.278  C97 1.092
103 H -1.068 8.561 3.758  C97 1.092
104 H -1.510 9.745 4.998  C97 1.084
105 C -7.256 13.276 3.573  C106 1.511, H110 1.086, H111 1.091, H112 1.091
106 C -7.038 12.585 4.899  C105 1.511, O107 1.221, N108 1.358
107 O -5.929 12.220 5.257  C106 1.221
108 N -8.125 12.378 5.687  C106 1.358, C109 1.450, H113 1.008
109 C -9.505 12.738 5.427  N108 1.450, H114 1.091, H115 1.091, H116 1.084
110 H -6.299 13.361 3.069  C105 1.086
111 H -7.935 12.699 2.944  C105 1.091
112 H -7.668 14.275 3.720  C105 1.091
113 H -7.909 11.914 6.555  N108 1.008
114 H -9.870 13.416 6.201  C109 1.091
115 H -10.134 11.846 5.426  C109 1.091
116 H -9.597 13.229 4.464  C109 1.084

Output
Largest force on an atom, eV Å⁻¹: 1.058
LUMO level, Ha: -0.00903
Kohn-Sham gap, eV: 8.59
Highest occupied orbital energy, eV: -8.84
Net charge: 0
Calculated total energy, eV: -66653.022


3.
Computed, not measured: one molecule with the formula C5H4N4O, with the ωB97M-V functional and the def2-TZVPD basis.

Last columns: bonded neighbours and bond lengths (Å).
Geometry (Å):
1 C 1.416 -1.111 -0.028  C5 1.512, N10 1.414, O14 1.198
2 C 1.730 1.132 -0.053  H6 1.078, N10 1.243, N11 1.362
3 C -0.522 0.414 0.032  C5 1.394, N11 1.374, N12 1.321
4 C -1.322 -1.604 -0.095  C5 1.439, H9 1.153, N13 1.325
5 C -0.073 -0.891 -0.168  C1 1.512, C3 1.394, C4 1.439
6 H 2.344 2.018 -0.028  C2 1.078
7 H 0.070 2.416 0.367  N11 1.111
8 H -2.395 1.291 -0.242  N12 1.056
9 H -1.696 -2.681 -0.262  C4 1.153
10 N 2.270 0.014 0.030  C1 1.414, C2 1.243
11 N 0.401 1.430 -0.023  C2 1.362, C3 1.374, H7 1.111
12 N -1.831 0.506 0.185  C3 1.321, H8 1.056, N13 1.373
13 N -2.332 -0.769 0.100  C4 1.325, N12 1.373
14 O 1.940 -2.166 0.186  C1 1.198

Output
Largest force on an atom, eV Å⁻¹: 4.486
LUMO level, Ha: 0.00453
Kohn-Sham gap, eV: 9.24
Highest occupied orbital energy, eV: -9.11
Net charge: 0
Calculated total energy, eV: -13256.338
Relative energy (zero: lowest compared OMol25 entry of this formula, charge and spin), kcal per mole: 18.0